Molecular formula: CH12NO3
Method: DFT, ωB97M-V/def2-TZVPD

Element x y z (Å)
C  -1.6311  -1.1114  0.3257
N  -0.4418  -0.2983  -0.0422
H  -1.8806  -0.9357  1.3639
H  -2.4901  -0.7049  -0.2027
H  -1.5161  -2.1272  -0.0333
H  0.4103  -0.7310  0.3096
H  -0.5278  0.6582  0.2946
H  -0.2772  -0.2868  -1.0495
H  1.3005  2.1513  -0.5512
H  0.9021  2.4594  -2.0007
O  0.8627  1.7687  -1.3294
H  0.2160  2.8250  1.9556
H  0.1965  1.6463  2.9060
O  0.2288  1.8597  1.9661
H  1.0148  -2.9125  -1.1256
H  2.2340  -2.2360  -1.6176
O  1.3991  -2.0249  -1.1693

Summary:
Molar mass ... 86.111 g/mol
Total charge ... +1
E_HOMO ... -15.56 eV
E_LUMO ... -2.98 eV